Entry 1:
2 unconnected molecules or ions with the total composition C4H7BrO3. Source: OMol25; level of theory: ωB97M-V with the def2-TZVPD basis set.

XYZ file:
```
15
Properties=species:S:1:pos:R:3
O 1.1573 1.6519 -1.0022
C 0.9946 1.0462 0.1909
O 0.4023 1.8550 1.0766
C 1.4385 -0.1576 0.5378
O 1.0914 -0.9038 1.5982
Br 2.4455 -1.0821 -0.9305
H 1.4894 0.9917 -1.5307
H 0.5633 2.8071 0.9064
H 0.1983 -1.0520 1.5643
C -1.6137 -0.2902 -0.7148
C -1.6835 -1.3773 -0.0565
H -0.6968 -0.1100 -1.2309
H -2.5167 0.2573 -0.9353
H -2.6026 -1.7224 0.3740
H -0.6673 -1.9138 0.1527
```

Calculated values
SMILES	OC(O)=C(O)Br.C=C
HOMO	-8.586	eV
multiplicity	1
LUMO energy	0.635	eV
energy above the lowest of the compared OMol25 structures with the same formula, charge and spin	2.8346	eV



Entry 2:
C2H4ClF2N in the gas phase. Source: OMol25; level of theory: ωB97M-V with the def2-TZVPD basis set.

XYZ file:
```
10
Properties=species:S:1:pos:R:3
N 0.2664 -0.3244 1.3282
C 0.7812 -0.2614 -0.0911
C -0.3499 0.3337 -0.7841
F -0.3486 0.5463 -2.1632
F -0.5997 1.5784 -0.2172
Cl -1.9888 -0.6254 -0.4081
H -0.3791 -1.0147 1.4236
H -0.1818 0.4911 1.8975
H 1.0286 -1.0835 -0.8384
H 1.7717 0.3600 -0.1472
```

Calculated values
SMILES	NCC(F)(F)Cl
HOMO	-9.846	eV
multiplicity	1
LUMO energy	0.593	eV
energy above the lowest of the compared OMol25 structures with the same formula, charge and spin	1.7637	eV



Entry 3:
A molecular structure, C2H17FeO9. Source: OMol25; level of theory: ωB97M-V with the def2-TZVPD basis set.

XYZ file:
```
29
Properties=species:S:1:pos:R:3
Fe 1.9782 0.1029 0.7186
C -1.6146 -0.0410 -1.3453
C -0.7090 -0.0004 -0.1571
O -0.8514 -0.7874 0.7936
O 0.3125 0.8042 -0.1630
H -2.0445 0.9313 -1.5989
H -2.4574 -0.6880 -1.1296
H -1.0174 -0.2894 -2.2215
O 1.4798 -1.8685 0.7299
H 1.8874 -2.6968 0.4483
H 0.5225 -2.0518 0.8551
O 2.6772 0.0321 -1.3521
H 2.8013 0.5832 -2.1343
H 2.8767 -0.8674 -1.6405
O -0.9894 3.2831 0.9608
H -0.6296 2.5947 0.3865
H -0.2278 3.7491 1.3159
O -0.9540 -0.6379 3.9565
H -1.2884 -1.2080 3.2509
H -1.2993 0.2357 3.7467
O 2.7673 2.0058 1.0909
H 2.9917 2.5751 1.8389
H 2.5638 2.6036 0.3576
O -1.0769 0.3827 -4.9103
H -0.1618 0.1096 -4.7982
H -1.5991 -0.3898 -4.6696
O -1.8975 -2.8653 2.2729
H -2.3682 -3.4817 1.7039
H -1.6720 -2.1194 1.6935
```

Calculated values
HOMO (alpha / beta)	-13.246 / -13.242	eV
multiplicity	5
LUMO energy (alpha / beta)	-4.403 / -4.907	eV
energy above the lowest of the compared OMol25 structures with the same formula, charge and spin	0.0000	eV
net charge	+1



Entry 4:
A molecular structure, C19H20N4O2Pb. Source: OMol25; level of theory: ωB97M-V with the def2-TZVPD basis set.

XYZ file:
```
46
Properties=species:S:1:pos:R:3
N -1.2575 -1.5381 0.3797
C -1.7522 -2.5443 0.6650
C -2.3796 -3.8196 1.0282
H -1.6070 -4.5601 1.2317
H -3.0058 -4.1654 0.2067
H -2.9929 -3.6830 1.9183
N -1.5278 2.0077 -1.1421
C -2.1631 2.8351 -1.6427
C -2.9692 3.8845 -2.2759
H -3.6760 3.4322 -2.9704
H -2.3163 4.5685 -2.8169
H -3.5151 4.4351 -1.5105
N 1.9310 0.5827 -0.1585
C 3.0845 0.6716 -0.1516
C 4.5468 0.7849 -0.1417
H 4.8350 1.7300 0.3173
H 4.9227 0.7486 -1.1635
H 4.9713 -0.0393 0.4302
Pb -0.3154 0.4665 -0.0328
C 0.2567 2.4186 0.7832
O 0.5494 3.4305 1.2198
C -2.0993 0.8514 1.1812
O -3.0191 1.0552 1.8235
C -1.0925 -1.5639 -2.9198
C 0.1320 -2.0648 -2.5721
C 1.2335 -1.3291 -2.7608
C 1.1351 -0.0747 -3.2978
C -0.0628 0.4148 -3.6382
C -1.1892 -0.3373 -3.4457
H -1.9841 -2.1585 -2.7946
H 0.2228 -3.0611 -2.1677
H 2.1968 -1.7428 -2.5057
H 2.0193 0.5182 -3.4733
H -0.1273 1.3953 -4.0839
H -2.1575 0.0395 -3.7366
C 1.1829 -0.5770 4.7370
C -0.0093 -1.0786 4.2492
C -0.4007 -0.7908 2.9390
N 0.3732 -0.0342 2.0758
C 1.5345 0.4951 2.6125
C 1.9543 0.2261 3.9179
H 1.4939 -0.7872 5.7522
H -0.6433 -1.6811 4.8876
H -1.3591 -1.1816 2.6742
H 2.1725 1.1650 2.0783
H 2.8742 0.6559 4.2942
```

Calculated values
HOMO (alpha / beta)	-21.399 / -21.411	eV
multiplicity	1
LUMO energy (alpha / beta)	-17.171 / -17.164	eV
energy above the lowest of the compared OMol25 structures with the same formula, charge and spin	1.6115	eV
net charge	+4



Entry 5:
4 unconnected molecules or ions with the total composition C4H11N2O2. Source: OMol25; level of theory: ωB97M-V with the def2-TZVPD basis set.

XYZ file:
```
19
Properties=species:S:1:pos:R:3
C 0.5564 -0.8723 1.8078
C 0.6354 -0.8793 0.3369
C -0.3782 -0.7602 -0.6742
N 0.2907 -0.7650 -1.8670
C 1.6025 -0.7533 -1.5424
N 1.8794 -0.8627 -0.2649
H 0.9487 -1.7801 2.2752
H 1.1218 -0.0076 2.2097
H -0.4863 -0.7499 2.1289
H -1.4181 -0.5351 -0.5400
H -0.0027 -0.7614 -2.8417
H 2.3862 -0.8433 -2.2979
H -0.8810 1.1548 0.7509
H 0.4344 1.7689 -0.0074
H 1.3190 3.0002 -0.2094
O 1.2824 2.0515 -0.3840
H -2.3940 0.9373 0.3499
H -3.6839 0.1123 0.7461
O -3.2127 0.5449 0.0235
```

Calculated values
HOMO	-14.576	eV
multiplicity	1
LUMO energy	-8.561	eV
energy above the lowest of the compared OMol25 structures with the same formula, charge and spin	6.6971	eV
net charge	+1



Entry 6:
A molecular structure, C26H27IrN4OPS2Te. Source: OMol25; level of theory: ωB97M-V with the def2-TZVPD basis set.

XYZ file:
```
63
Properties=species:S:1:pos:R:3
Ir -0.2390 0.2468 -0.5575
S 1.2673 -1.4227 -0.2029
C 1.0187 -1.9784 -1.8386
S -0.1201 -0.9677 -2.6762
C 1.6382 -3.0833 -2.3526
C 2.5277 -3.8618 -1.5559
N 3.2040 -4.4865 -0.8673
C 1.3984 -3.3799 -3.7175
N 1.1667 -3.4693 -4.8443
N 1.4681 1.3927 -0.9359
C 2.2186 1.8608 0.2465
C 3.4866 2.3919 0.0847
C 4.1765 2.8413 1.1998
C 3.5998 2.7628 2.4629
C 2.3325 2.2278 2.6135
C 1.6296 1.7723 1.4991
P -0.0225 1.0528 1.5597
C -1.2191 2.3451 1.9245
C -1.3034 2.9523 3.1777
C -2.1983 3.9886 3.3833
C -3.0117 4.4233 2.3435
C -2.9385 3.8218 1.0954
C -2.0440 2.7828 0.8899
C -0.0527 -0.1566 2.8815
C 1.0867 -0.9144 3.1613
C 1.0223 -1.9350 4.0973
C -0.1728 -2.2010 4.7526
C -1.3078 -1.4489 4.4761
C -1.2540 -0.4297 3.5385
H 2.0997 0.8329 -1.5106
H 1.2233 2.2051 -1.5020
H 3.9375 2.4532 -0.8988
H 5.1703 3.2510 1.0829
H 4.1430 3.1155 3.3285
H 1.8896 2.1545 3.5991
H -0.6771 2.6121 3.9940
H -2.2639 4.4596 4.3545
H -3.7092 5.2333 2.5095
H -3.5782 4.1574 0.2907
H -2.0101 2.3075 -0.0887
H 2.0262 -0.6997 2.6658
H 1.9067 -2.5155 4.3225
H -0.2165 -2.9903 5.4911
H -2.2325 -1.6497 5.0005
H -2.1372 0.1631 3.3318
C -3.9856 -1.9148 0.1607
C -2.5107 -1.6879 0.1597
N -1.7104 -2.6274 0.6256
O -2.0819 -0.5832 -0.2651
H -4.2347 -2.9714 0.2245
H -4.4192 -1.4829 -0.7375
H -4.4131 -1.3992 1.0226
H -2.0866 -3.4992 0.9596
H -0.7085 -2.4802 0.6693
C 1.4095 -2.4794 -7.8007
Te 1.3255 -1.0327 -6.2705
C -0.7010 -0.5378 -6.5728
H 0.5969 -3.1790 -7.6240
H 2.3670 -2.9862 -7.7246
H 1.3063 -1.9735 -8.7581
H -0.7967 -0.1148 -7.5712
H -0.9998 0.1828 -5.8179
H -1.2865 -1.4509 -6.4895
```

Calculated values
HOMO (alpha / beta)	-13.487 / -13.578	eV
multiplicity	2
LUMO energy (alpha / beta)	-6.555 / -7.548	eV
energy above the lowest of the compared OMol25 structures with the same formula, charge and spin	0.5502	eV
net charge	+2



Entry 7:
A molecular structure, C29H41F5MoP2. Source: OMol25; level of theory: ωB97M-V with the def2-TZVPD basis set.

XYZ file:
```
78
Properties=species:S:1:pos:R:3
Mo 0.0085 -0.7468 0.2958
C 0.1753 0.0649 -1.8390
C -1.1989 0.0534 -1.3947
C -0.0003 1.5385 -0.0492
C 0.9048 0.9967 -1.0285
C -1.3046 0.9839 -0.2962
C 0.7379 -0.4995 -3.1079
H -0.0077 -1.0631 -3.6763
H 1.5988 -1.1546 -2.9088
H 1.0929 0.3222 -3.7462
C 2.2800 1.4637 -1.3696
H 2.4226 1.4819 -2.4558
H 3.0419 0.7999 -0.9472
H 2.4418 2.4734 -0.9716
C 0.2863 2.6420 0.9170
H 0.9230 3.3964 0.4409
H 0.8225 2.2667 1.7970
H -0.6432 3.1125 1.2552
C -2.5590 1.5201 0.3180
H -2.6031 2.6098 0.1612
H -2.5886 1.3430 1.4039
H -3.4599 1.0879 -0.1346
C -2.3576 -0.4985 -2.1667
H -2.6821 0.2485 -2.9110
H -3.2226 -0.7079 -1.5250
H -2.1082 -1.4132 -2.7184
C 0.0426 -5.3196 1.2831
C -0.2159 -5.5149 -0.0320
C -1.4606 -6.1652 -0.5649
C -2.7644 -5.8822 0.2217
C -2.8552 -4.5249 0.8416
C -2.5680 -4.2607 2.1434
C -1.7779 -5.1359 3.0627
C -0.6924 -6.0124 2.3934
H -1.3001 -7.2594 -0.6113
H -2.9176 -6.6781 0.9676
H -1.6290 -5.8681 -1.6134
H -1.1259 -6.9748 2.0711
H 0.9677 -4.8354 1.6280
H 0.6045 -5.5743 -0.7682
H 0.0470 -6.2724 3.1736
H -1.2840 -4.5372 3.8417
H -3.2108 -3.5598 2.6879
H -2.4725 -5.7883 3.6193
H -3.5995 -5.9814 -0.4936
H -3.4046 -3.7978 0.2294
P 0.8057 -2.7074 -0.7235
C 2.2442 -3.5797 -0.1006
C 0.0479 -3.3881 -2.2295
P -1.9019 -1.2632 1.6577
C -0.7514 -2.6318 0.6972
C -3.6506 -1.4644 1.1672
C -1.6994 -1.5316 3.4327
H 2.4728 -3.2408 0.9191
H 3.0847 -3.3218 -0.7636
H 2.1220 -4.6624 -0.0955
H -0.4484 -4.3435 -2.0541
H 0.8516 -3.5224 -2.9649
H -0.6905 -2.6981 -2.6519
H -1.7031 -2.6039 3.6572
H -2.5335 -1.0366 3.9586
H -0.7467 -1.0999 3.7651
H -0.3746 -3.2159 1.5335
H -1.4012 -3.2447 0.0779
H -4.1271 -0.4761 1.2031
H -4.1799 -2.1211 1.8626
H -3.7413 -1.8615 0.1494
F 2.9835 1.4027 1.2403
C 2.5325 0.6133 2.2607
C 1.6722 -0.4668 2.0274
C 1.7807 -1.4195 3.0429
F 1.3332 -2.7131 2.8636
C 2.4346 -1.2248 4.2607
F 2.4081 -2.2004 5.1929
C 3.1336 -0.0412 4.4951
F 3.7824 0.1606 5.6551
C 3.1786 0.8920 3.4688
F 3.8901 2.0298 3.5991
```

Calculated values
HOMO (alpha / beta)	-14.053 / -14.101	eV
multiplicity	3
LUMO energy (alpha / beta)	-7.792 / -7.660	eV
net charge	+2



Entry 8:
14 unconnected molecules or ions with the total composition C14H56N28O14. Source: OMol25; level of theory: ωB97M-V with the def2-TZVPD basis set.

XYZ file:
```
112
Properties=species:S:1:pos:R:3
C 3.8805 -2.7119 0.9279
O 2.9919 -3.3564 0.4579
N 3.7636 -1.4730 1.2275
N 5.0658 -3.1947 1.2259
H 4.4595 -0.8397 1.5947
H 2.8581 -1.0715 1.0302
H 5.7742 -2.6054 1.6394
H 5.2052 -4.1863 1.3583
C 0.3511 4.0540 -3.8817
O 0.1618 3.3477 -2.9243
N 0.4187 5.3505 -3.8339
N 0.6354 3.6562 -5.1143
H 0.4539 6.0351 -4.5756
H 0.4377 5.6562 -2.8714
H 0.6509 2.6660 -5.3124
H 0.6760 4.2593 -5.9234
C 1.0012 2.1337 2.6781
O 1.4920 1.0334 2.7671
N -0.2632 2.4773 2.8744
N 1.7411 3.2088 2.8234
H -0.7528 1.8944 3.5382
H -0.5697 3.4281 2.7258
H 2.7263 3.1618 2.6059
H 1.3936 3.8258 3.5436
C -4.3167 0.5031 -1.2541
O -4.4669 0.5142 -0.0267
N -3.1754 0.7963 -1.9068
N -5.2254 0.3592 -2.1895
H -2.4291 1.2134 -1.3690
H -3.2038 0.8039 -2.9164
H -4.8453 0.4426 -3.1215
H -6.1368 -0.0565 -2.0604
C -2.3905 -4.9214 -0.4369
O -2.0381 -4.9912 -1.6232
N -2.2025 -3.9218 0.3814
N -2.6563 -5.9779 0.3109
H -1.8529 -3.0546 -0.0007
H -2.4504 -3.9889 1.3582
H -2.5424 -6.8885 -0.1110
H -3.2228 -5.7979 1.1275
C 0.0053 -3.8069 2.7996
O -1.1706 -3.7526 3.0662
N 0.4217 -3.8209 1.5987
N 0.9576 -4.0167 3.5849
H -0.2333 -3.9025 0.8343
H 1.4086 -3.9940 1.4710
H 0.6518 -3.6550 4.4770
H 1.8001 -3.6755 3.1444
C -2.7819 -0.4012 3.6125
O -2.1830 0.4843 4.1466
N -2.9291 -0.7038 2.3260
N -3.5773 -1.3310 4.2949
H -2.2497 -0.4941 1.6086
H -3.6437 -1.3967 2.1550
H -3.6732 -2.2637 3.9193
H -3.6543 -1.3195 5.3019
C 1.4998 5.2686 -0.4147
O 1.4995 6.0605 -1.3661
N 0.8374 4.1306 -0.2802
N 1.9178 5.7504 0.6233
H 0.7616 3.6732 0.6171
H 0.6467 3.4931 -1.0400
H 2.2153 6.6712 0.3340
H 2.1802 5.3108 1.4940
C 4.1526 1.9208 -0.3208
O 3.2145 1.6026 0.3573
N 4.4643 3.0994 -0.6635
N 5.0893 1.0225 -0.7819
H 4.0667 3.9344 -0.2576
H 5.3588 3.2793 -1.0966
H 5.6432 1.2107 -1.6052
H 4.6394 0.1192 -0.8238
C 1.3292 -4.4482 -2.8195
O 2.3222 -5.1532 -2.9866
N 0.2248 -4.5129 -3.5422
N 1.2238 -3.4288 -1.9170
H -0.0342 -5.1188 -4.3077
H -0.5578 -4.0082 -3.1511
H 0.4400 -2.7964 -1.8402
H 2.0078 -3.4593 -1.2810
C -2.9576 4.5132 -2.0182
O -3.8527 5.1467 -1.4394
N -2.8239 4.5344 -3.2753
N -2.0957 3.8187 -1.4077
H -2.2474 3.8321 -3.7164
H -3.5831 5.0592 -3.6856
H -2.0329 3.6485 -0.4141
H -1.3010 3.5088 -1.9486
C 0.0632 -0.3331 -0.3474
O -0.6934 -0.8944 -1.0705
N 0.4755 -0.6927 0.8204
N 0.5601 0.8031 -0.4835
H 0.3819 -1.6824 0.9987
H 0.7171 0.1173 1.3734
H 0.1725 1.3204 -1.2595
H 1.5115 0.9125 -0.1623
C 1.1673 -1.3744 5.8263
O 1.7282 -1.8353 6.8336
N -0.0653 -1.5891 5.3993
N 1.7934 -0.5650 5.0186
H -0.7948 -2.1775 5.7757
H -0.3121 -1.0198 4.6024
H 1.2854 -0.0684 4.3006
H 2.7687 -0.3194 5.1115
C -1.9798 -1.5157 -4.3608
O -2.1828 -1.6347 -5.5347
N -0.9725 -1.0028 -3.7693
N -2.8284 -2.0308 -3.5849
H -0.3010 -0.5134 -4.3436
H -0.8918 -0.9246 -2.7656
H -3.7186 -2.3879 -3.9014
H -2.6796 -2.0088 -2.5861
```

Calculated values
HOMO	-8.742	eV
multiplicity	1
LUMO energy	-0.437	eV
energy above the lowest of the compared OMol25 structures with the same formula, charge and spin	10.5585	eV



| no. | F_max (eV/Å) |
| --- | --- |
| 1 | 4.755 |
| 2 | 4.929 |
| 3 | 1.870 |
| 4 | 7.306 |
| 5 | 2.750 |
| 6 | 0.400 |
| 7 | 4.176 |
| 8 | 10.515 |